No. 1
DFT (ωB97M-V with the def2-TZVPD basis set) results for a molecular structure, C7H24InN4O5 in a non-equilibrium geometry.

Last column: Mulliken charge in e.
CARTESIAN COORDINATES (ANGSTROEM)
O1 -3.304 2.247 0.240  -0.503
H1 -4.200 2.630 0.326  0.289
In1 -0.481 -0.314 -0.391  0.792
N1 1.753 0.021 -0.701  0.016
N2 0.172 1.892 0.276  0.118
O2 2.606 -0.895 -1.373  -0.456
O3 -0.537 2.927 0.882  -0.501
C1 2.249 1.247 -0.647  0.293
C2 1.423 2.227 0.004  0.629
C3 3.644 1.501 -1.102  -1.472
C4 1.964 3.563 0.390  -1.548
H2 3.965 0.797 -1.889  0.417
H3 4.338 1.391 -0.244  0.322
H4 3.725 2.543 -1.466  0.402
H5 1.456 3.944 1.274  0.441
H6 1.852 4.280 -0.432  0.336
H7 3.036 3.515 0.598  0.426
H8 2.235 -1.777 -1.178  0.319
H9 -1.479 2.631 0.964  0.394
O4 0.941 -0.864 2.002  -0.544
H10 1.785 -0.642 1.562  0.256
H11 0.887 -0.294 2.786  0.282
C5 -3.312 1.433 -0.955  -0.330
H12 -3.503 0.384 -0.670  0.043
H13 -2.322 1.534 -1.421  0.127
H14 -4.076 1.726 -1.698  0.375
O5 -0.080 -1.329 -2.845  -0.531
H15 0.716 -1.078 -3.336  0.308
H16 -0.117 -2.292 -2.974  0.285
N3 0.161 -2.906 0.313  -0.428
C6 -1.168 -3.505 0.497  -0.640
C7 -1.777 -2.757 1.656  -0.694
N4 -2.132 -1.419 1.180  -0.500
H17 0.599 -2.802 1.230  0.151
H18 0.798 -3.505 -0.239  0.259
H19 -1.735 -3.344 -0.429  0.284
H20 -1.113 -4.578 0.726  0.431
H21 -2.648 -3.262 2.063  0.391
H22 -1.073 -2.650 2.483  0.348
H23 -2.971 -1.473 0.609  0.207
H24 -2.273 -0.746 1.927  0.206

Properties
Electronic energy: -29010.65376 eV
HOMO (alpha / beta): -9.00 / -9.00 eV
Gap between HOMO and LUMO (alpha / beta): 5.49 / 5.49 eV
Maximum force: 3.3 eV/A
2S+1: 1
Net charge: +1

No. 2
DFT (ωB97M-V with the def2-TZVPD basis set) results for a molecular structure, C7H24MnN10O7 in a non-equilibrium geometry.

Last column: Löwdin spin population.
CARTESIAN COORDINATES (ANGSTROEM)
Mn1 -0.492 -0.914 0.579  5.043
O1 -0.921 -1.899 3.261  -0.065
C1 -2.020 -2.788 3.358  -0.012
C2 -3.148 -2.908 2.208  -0.011
O2 -2.733 -2.500 0.914  -0.028
H1 -2.474 -2.835 4.347  -0.003
H2 -1.586 -3.782 3.460  -0.002
H3 -3.971 -2.291 2.570  -0.002
H4 -3.549 -3.913 2.343  -0.002
C3 0.589 4.537 -2.359  0.000
O3 0.072 5.302 -1.601  0.000
N1 0.912 3.290 -2.113  0.000
N2 0.907 4.784 -3.639  0.000
H5 0.466 2.840 -1.326  0.000
H6 1.378 2.655 -2.744  0.000
H7 1.002 5.763 -3.870  0.000
H8 1.173 4.106 -4.339  0.000
C4 2.763 -3.919 0.860  0.001
O4 1.825 -3.261 0.296  0.017
N3 2.368 -4.654 1.832  0.000
N4 3.976 -4.018 0.509  0.000
H9 3.118 -4.992 2.419  0.000
H10 1.436 -4.450 2.162  0.000
H11 4.251 -3.385 -0.228  0.000
H12 4.688 -4.643 0.860  0.000
C5 -2.965 2.373 1.394  0.001
O5 -2.108 1.772 0.725  0.023
N5 -4.024 1.932 1.994  0.000
N6 -2.947 3.672 1.641  0.001
H13 -4.589 2.513 2.596  0.000
H14 -4.083 0.926 2.054  0.000
H15 -2.409 4.352 1.123  0.000
H16 -3.670 4.025 2.252  0.000
C6 -1.482 -0.860 -3.655  0.001
O6 -0.822 -0.736 -2.669  0.017
N7 -2.767 -1.218 -3.588  0.000
N8 -1.146 -0.410 -4.837  0.000
H17 -2.945 -1.645 -2.690  0.000
H18 -3.285 -1.447 -4.424  0.000
H19 -1.835 0.051 -5.415  0.000
H20 -0.186 -0.126 -4.964  0.000
C7 3.435 0.989 1.016  0.001
O7 2.325 0.731 0.733  0.019
N9 4.101 1.874 0.346  0.000
N10 4.043 0.319 1.849  0.000
H21 5.066 2.037 0.594  0.000
H22 3.686 2.456 -0.368  0.000
H23 3.615 -0.370 2.450  0.000
H24 4.963 0.663 2.085  0.000

Properties
Electronic energy: -68198.26518 eV
HOMO (alpha / beta): -5.80 / -5.97 eV
Gap between HOMO and LUMO (alpha / beta): 5.34 / 5.56 eV
Maximum force: 9.8 eV/A
2S+1: 6

No. 3
DFT (ωB97M-V with the def2-TZVPD basis set) results for a molecular structure, C7H24MnN10O7 in a non-equilibrium geometry.

Last column: Löwdin spin population.
CARTESIAN COORDINATES (ANGSTROEM)
Mn1 -0.435 -0.307 0.145  4.657
O1 -1.867 -1.936 -0.076  0.077
C1 -2.159 -2.142 -1.431  0.007
C2 -2.770 -3.600 -1.835  0.003
O2 -3.402 -4.474 -0.907  0.002
H1 -1.248 -2.036 -2.019  0.002
H2 -2.847 -1.345 -1.714  0.000
H3 -1.957 -4.163 -2.294  0.000
H4 -3.303 -3.557 -2.784  0.000
C3 1.806 2.063 0.478  0.008
O3 1.118 1.091 0.259  0.030
N1 2.309 2.713 -0.493  0.002
N2 2.205 2.458 1.617  0.002
H5 2.750 3.618 -0.414  0.001
H6 2.012 2.430 -1.416  0.000
H7 1.697 2.044 2.386  0.000
H8 2.660 3.359 1.607  0.000
C4 -1.483 2.145 1.741  0.015
O4 -1.367 1.002 1.411  0.032
N3 -0.930 2.563 2.809  0.006
N4 -2.145 3.049 0.998  0.004
H9 -1.141 3.518 3.060  0.001
H10 -0.597 1.871 3.466  0.000
H11 -2.806 2.678 0.331  0.000
H12 -1.945 4.038 0.949  0.001
C5 -1.733 1.685 -2.092  0.010
O5 -1.029 1.074 -1.339  0.037
N5 -2.106 1.366 -3.300  0.003
N6 -2.041 2.981 -1.942  0.003
H13 -2.402 2.183 -3.814  0.000
H14 -1.655 0.564 -3.716  0.000
H15 -2.745 3.282 -2.599  0.000
H16 -2.055 3.277 -0.976  0.000
C6 1.140 -1.663 2.747  0.009
O6 0.351 -1.055 1.989  0.030
N7 1.253 -2.918 2.812  0.003
N8 1.873 -1.165 3.687  0.002
H17 1.958 -3.391 3.359  0.000
H18 0.723 -3.549 2.229  0.000
H19 2.783 -1.600 3.750  0.001
H20 1.642 -0.209 3.920  0.000
C7 2.115 -1.983 -1.091  0.009
O7 1.176 -1.417 -0.586  0.036
N9 1.970 -3.060 -1.858  0.002
N10 3.323 -1.598 -1.000  0.002
H21 1.034 -3.178 -2.218  0.000
H22 2.744 -3.693 -2.002  0.000
H23 3.999 -2.270 -1.334  0.000
H24 3.525 -0.743 -0.501  0.000

Properties
Electronic energy: -68199.26618 eV
HOMO (alpha / beta): -2.75 / -2.74 eV
Gap between HOMO and LUMO (alpha / beta): 2.02 / 2.01 eV
Maximum force: 7.6 eV/A
2S+1: 6

No. 4
DFT (ωB97M-V with the def2-TZVPD basis set) results for 6 unconnected molecules or ions with the total composition C7H24NO5 in a non-equilibrium geometry.

Last column: Mulliken charge in e.
CARTESIAN COORDINATES (ANGSTROEM)
C1 -0.012 -0.003 2.031  -0.699
C2 -1.232 -0.762 1.403  -0.460
C3 -0.791 -2.126 0.961  0.536
C4 -0.607 -3.150 1.807  -1.189
C5 -0.352 -2.390 -0.476  -0.508
C6 0.570 -1.340 -1.053  0.450
C7 1.682 -1.638 -1.723  -1.217
N1 -0.166 1.480 1.789  -0.018
H1 0.032 -0.259 3.091  0.396
H2 0.949 -0.354 1.643  0.315
H3 -1.966 -0.928 2.207  0.576
H4 -1.589 -0.126 0.595  0.036
H5 -0.895 -3.101 2.844  0.323
H6 -0.151 -4.035 1.395  0.293
H7 0.274 -3.282 -0.501  0.350
H8 -1.199 -2.400 -1.162  0.276
H9 0.504 -0.254 -1.136  0.046
H10 2.452 -1.015 -2.152  0.323
H11 1.955 -2.693 -1.828  0.265
H12 -0.486 1.780 0.843  0.150
H13 -0.960 1.722 2.382  0.450
H14 0.753 1.843 2.035  0.405
H15 1.974 2.819 -0.204  0.267
H16 2.785 1.594 0.003  0.274
O1 1.938 1.973 0.257  -0.514
H17 -1.752 3.708 -3.611  0.316
H18 -1.174 2.375 -4.378  0.303
O2 -1.183 2.916 -3.589  -0.599
H19 4.322 -0.612 0.643  0.308
H20 4.488 0.256 1.850  0.294
O3 3.805 -0.061 1.242  -0.596
H21 -1.551 2.730 -1.281  0.277
H22 -0.843 1.454 -1.379  0.218
O4 -0.774 2.297 -0.903  -0.641
H23 -3.146 -0.251 -1.742  0.294
H24 -4.029 -0.097 -0.482  0.261
O5 -3.128 -0.007 -0.816  -0.563

Properties
Electronic energy: -19368.60798 eV
HOMO: -12.16 eV
Gap between HOMO and LUMO: 9.70 eV
Maximum force: 2.3 eV/A
2S+1: 1
Net charge: +1

No. 5
DFT (ωB97M-V with the def2-TZVPD basis set) results for 9 unconnected molecules or ions with the total composition C7H24O8 in a non-equilibrium geometry.

Last column: Löwdin spin population.
CARTESIAN COORDINATES (ANGSTROEM)
C1 -2.253 -0.262 2.811  0.048
C2 -1.631 1.789 1.503  0.010
C3 -1.253 0.732 2.320  0.011
C4 0.099 0.939 2.760  0.019
C5 0.995 1.937 2.343  0.014
C6 0.401 2.950 1.646  0.006
C7 -0.810 2.846 1.095  0.007
H1 -1.954 -0.936 3.649  0.013
H2 -2.698 -0.889 2.127  0.025
H3 -3.115 0.318 3.102  0.003
H4 -2.674 1.744 1.105  0.005
H5 0.421 0.109 3.362  0.013
H6 1.867 2.100 2.900  0.005
H7 1.009 3.819 1.371  0.002
H8 -1.235 3.816 0.695  0.001
H9 2.412 -1.023 0.773  0.019
H10 1.475 -0.051 0.011  0.012
O1 1.634 -0.951 0.394  0.096
H11 1.227 2.452 -2.118  0.004
H12 1.002 0.880 -2.624  0.003
O2 1.440 1.489 -1.994  0.015
H13 3.180 1.629 -1.644  0.004
H14 4.174 1.669 -0.555  0.008
O3 4.047 1.742 -1.422  0.015
H15 2.216 -0.989 -1.499  0.009
H16 2.799 0.037 -2.318  0.004
O4 2.318 -0.890 -2.370  0.032
H17 -1.364 -3.807 -1.147  0.064
H18 -2.784 -3.676 -0.852  0.044
O5 -2.218 -3.704 -1.640  0.097
H19 0.970 -0.703 -3.794  0.004
H20 -0.506 -0.616 -3.379  0.008
O6 0.291 -0.091 -3.681  0.019
H21 -2.004 -2.042 -1.974  0.018
H22 -2.817 -0.755 -2.383  0.015
O7 -1.951 -1.033 -2.084  0.060
H23 -0.559 -3.943 1.736  0.066
H24 -0.914 -3.065 0.572  0.050
O8 -1.236 -3.573 1.201  0.153

Properties
Electronic energy: -24025.84222 eV
HOMO (alpha / beta): 0.50 / -6.67 eV
Gap between HOMO and LUMO (alpha / beta): 2.38 / 9.42 eV
Maximum force: 7.5 eV/A
2S+1: 2
Net charge: -1

No. 6
DFT (ωB97M-V with the def2-TZVPD basis set) results for a molecular structure, C7H25BeN12O9 in a non-equilibrium geometry.

Last column: Mulliken charge in e.
CARTESIAN COORDINATES (ANGSTROEM)
Be1 -0.089 -3.463 0.412  1.069
O1 -0.433 0.635 -0.683  -0.434
C1 -0.369 -0.597 -0.101  0.848
O2 0.773 -1.049 0.135  -0.631
O3 -1.426 -1.261 0.010  -0.704
H1 0.550 0.558 -0.659  0.207
C2 4.437 -0.151 -1.671  0.664
O4 5.050 0.909 -1.509  -0.676
N1 3.105 -0.297 -1.849  -0.257
N2 5.159 -1.280 -1.768  -0.395
H2 2.565 0.557 -1.955  0.200
H3 2.607 -1.153 -1.691  0.147
H4 6.161 -1.257 -1.719  0.239
H5 4.632 -2.102 -2.007  0.143
C3 -2.245 -0.427 -3.999  0.508
O5 -2.209 -0.720 -5.184  -0.589
N3 -3.074 -0.967 -3.067  -0.211
N4 -1.208 0.262 -3.456  -0.272
H6 -3.796 -1.566 -3.439  0.198
H7 -2.992 -0.851 -2.071  0.263
H8 -1.253 0.528 -2.485  0.257
H9 -0.550 0.500 -4.183  0.191
C4 2.303 2.515 -0.264  0.544
O6 2.212 2.369 -1.482  -0.722
N5 1.277 2.768 0.584  -0.305
N6 3.483 2.389 0.399  -0.288
H10 0.338 2.959 0.279  0.211
H11 1.542 2.990 1.528  0.161
H12 3.695 2.545 1.368  0.212
H13 4.317 2.440 -0.174  0.252
C5 -3.440 2.440 1.887  0.627
O7 -3.546 3.502 1.264  -0.627
N7 -2.499 1.473 1.648  -0.318
N8 -4.321 1.992 2.803  -0.396
H14 -1.902 1.598 0.849  0.114
H15 -2.585 0.575 2.085  0.206
H16 -4.011 1.239 3.390  0.167
H17 -5.090 2.566 3.106  0.234
C6 -5.147 -2.038 -0.409  0.604
O8 -6.266 -1.899 -0.864  -0.614
N9 -4.323 -0.961 -0.235  -0.276
N10 -4.518 -3.214 -0.154  -0.310
H18 -3.372 -1.140 0.048  0.205
H19 -4.880 -0.147 -0.015  0.147
H20 -3.597 -3.065 0.211  0.138
H21 -4.978 -4.083 -0.365  0.212
C7 3.376 -1.218 3.170  0.584
O9 2.524 -2.104 3.048  -0.606
N11 4.312 -1.173 4.136  -0.362
N12 3.502 -0.232 2.261  -0.180
H22 4.920 -0.376 4.113  0.161
H23 4.446 -1.960 4.746  0.237
H24 2.844 -0.175 1.501  0.036
H25 3.988 0.619 2.477  0.187

Properties
Electronic energy: -44367.00131 eV
HOMO: -12.10 eV
Gap between HOMO and LUMO: 2.25 eV
Maximum force: 3.5 eV/A
2S+1: 1
Net charge: +1